This record from the Open Molecules 2025 dataset describes C49H39Cl3IN7OPS2TeV as an isolated structure. The level of theory is wB97M-V/def2-TZVPD.

The geometry in ORCA input format:
```
! wB97M-V def2-TZVPD RIJCOSX def2/J DEFGRID3
* xyz -1 2
V -0.130 -1.302 -0.008
I 0.896 -3.860 0.090
C 2.666 -4.275 -0.987
C 3.288 -5.382 -0.475
C 4.368 -6.003 -1.125
C 4.770 -5.522 -2.331
C 4.159 -4.374 -2.890
C 4.605 -3.955 -4.166
C 4.076 -2.855 -4.763
C 3.132 -2.096 -4.052
C 2.672 -2.437 -2.803
P 1.651 -1.087 -2.036
C 0.305 -0.823 -3.224
C -0.230 0.598 -3.373
C -1.691 0.883 -3.354
C -2.313 0.211 -4.313
C -1.365 -0.761 -4.987
C 0.047 -0.251 -4.590
C 2.825 0.305 -2.101
C 3.551 0.498 -0.927
C 4.467 1.537 -0.825
C 4.657 2.399 -1.894
C 3.933 2.217 -3.068
C 3.025 1.175 -3.174
C 3.125 -3.663 -2.200
H 2.922 -5.811 0.448
H 4.837 -6.871 -0.680
H 5.566 -5.999 -2.889
H 5.376 -4.540 -4.652
H 4.400 -2.535 -5.745
H 2.780 -1.178 -4.504
H 0.454 1.378 -3.073
H -2.154 1.542 -2.633
H -3.382 0.193 -4.474
H -1.512 -0.862 -6.064
H 0.796 -0.008 -5.335
H 3.389 -0.139 -0.060
H 5.002 1.668 0.107
H 5.360 3.219 -1.815
H 4.072 2.894 -3.903
H 2.467 1.055 -4.093
S -4.394 -2.731 0.589
C -3.686 -2.552 2.161
C -2.392 -2.143 2.101
C -1.881 -1.937 0.772
C -2.883 -2.264 -0.155
C -2.521 -2.239 -1.521
C -3.346 -2.621 -2.639
C -2.917 -2.559 -3.915
C -1.519 -2.124 -4.248
C -0.643 -1.991 -2.980
N -1.252 -1.830 -1.687
H -4.281 -2.754 3.040
H -1.785 -1.985 2.984
H -4.355 -2.957 -2.421
H -3.578 -2.836 -4.729
H -1.050 -2.886 -4.881
H -0.014 -2.900 -2.939
Te 3.514 -0.222 2.726
N 0.001 -0.915 5.888
C 0.753 -1.119 4.720
N 1.473 -2.293 4.695
N 0.662 -0.282 3.767
C 1.396 -0.526 2.566
N 0.786 -0.878 1.527
H 0.503 -1.146 6.734
H -0.334 0.037 5.916
H 1.676 -2.702 5.593
H 2.284 -2.241 4.081
Cl -5.672 -0.874 5.223
C -4.757 0.340 4.378
C -3.396 0.181 4.211
C -2.686 1.162 3.537
C -3.313 2.301 3.038
C -2.487 3.363 2.351
C -2.736 3.466 0.832
N -1.783 2.604 0.155
C -0.464 2.974 -0.016
C 0.233 1.825 -0.206
N -0.633 0.759 -0.147
C -1.828 1.253 0.079
O -2.639 4.635 2.975
C -1.586 4.899 3.903
C -0.252 5.089 3.238
C 0.785 4.201 3.264
Cl 0.813 2.645 3.975
S 2.141 4.732 2.355
C 1.323 6.171 1.908
C 0.075 6.229 2.440
C -4.692 2.409 3.209
Cl -5.568 3.775 2.566
C -5.424 1.443 3.873
H -2.893 -0.697 4.591
H -1.617 1.023 3.393
H -1.446 3.053 2.449
H -2.543 4.492 0.518
H -3.753 3.201 0.554
H -0.160 4.005 0.044
H 1.292 1.685 -0.341
H -2.719 0.662 0.231
H -1.526 4.095 4.643
H -1.878 5.814 4.419
H 1.812 6.903 1.284
H -0.609 7.051 2.281
H -6.493 1.546 3.990
*
```

Summary:
* highest occupied orbital energy (spin up / spin down): -2.577 / -2.707 eV
* expectation value of S²: 0.7932
* M: 1248.8 g/mol
* LUMO energy (spin up / spin down): 2.08 / 2.08 eV
* electronic energy: -173532.37500 eV